Arrangement A

{"formula": "C4H11O3", "method": "ωB97M-V with the def2-TZVPD basis set", "e_lumo_ev": 3.2, "total_charge": -1, "spin_multiplicity": 1, "species": ["C", "O", "C", "C", "C", "O", "H", "H", "H", "H", "H", "H", "H", "H", "H", "H", "H", "O"], "xyz": [[-3.21, 0.05, -0.41], [-3.52, -0.56, 0.75], [-1.81, 0.62, -0.23], [-0.73, -0.29, -0.08], [0.66, 0.07, 0.32], [3.37, -0.41, 1.44], [-3.92, 0.84, -0.68], [-3.08, -0.66, -1.27], [-1.63, 1.69, -0.19], [-1.49, 0.10, 0.89], [-1.06, -1.29, -0.34], [0.55, 0.99, 0.90], [1.31, 0.28, -0.55], [1.16, -0.70, 0.91], [4.22, -0.77, 1.20], [2.97, 0.10, -2.05], [3.09, -0.19, 0.50], [3.10, 0.13, -1.11]], "mulliken_charge": [-0.463, -0.821, -0.031, 0.020, -1.132, -0.715, 0.279, 0.190, 0.350, 0.194, 0.369, 0.234, 0.347, 0.439, 0.296, 0.136, 0.432, -1.123]}



Arrangement B

{"formula": "C4H11O3", "method": "ωB97M-V with the def2-TZVPD basis set", "e_lumo_ev": 4.2, "total_charge": -1, "spin_multiplicity": 1, "species": ["C", "O", "C", "C", "C", "O", "H", "H", "H", "H", "H", "H", "H", "H", "H", "H", "H", "O"], "xyz": [[-0.02, 0.77, 1.97], [1.12, 1.54, 1.82], [-0.13, -0.68, 1.24], [-0.17, -0.47, -0.34], [0.95, -1.37, -1.04], [0.06, 0.82, -0.60], [-1.01, 1.42, 1.88], [0.07, 0.58, 3.00], [0.84, -1.27, 1.42], [-1.12, -1.17, 1.45], [-1.14, -0.72, -0.79], [0.48, -2.12, -1.65], [1.65, -1.68, -0.37], [1.42, -0.76, -1.81], [1.11, 1.80, 0.76], [-1.04, 1.23, -1.62], [-1.27, 0.71, -2.98], [-1.81, 1.37, -2.35]], "mulliken_charge": [-0.524, -0.603, -0.764, 0.493, -1.490, -0.965, 0.180, 0.435, 0.303, 0.281, 0.368, 0.306, 0.470, 0.305, 0.345, 0.333, 0.298, -0.772]}



Arrangement C

{"formula": "C4H11O3", "method": "ωB97M-V with the def2-TZVPD basis set", "e_lumo_ev": 4.2, "total_charge": -1, "spin_multiplicity": 1, "species": ["C", "C", "C", "O", "C", "O", "H", "H", "H", "H", "H", "H", "H", "H", "H", "H", "H", "O"], "xyz": [[0.02, -0.26, 1.29], [-1.37, -0.35, 0.70], [-1.44, 0.31, -0.73], [-0.47, 1.23, -1.02], [0.95, -1.29, 0.64], [1.43, -0.86, -0.61], [0.40, 0.73, 1.05], [0.07, -0.39, 2.36], [-2.12, 0.10, 1.38], [-1.76, -1.37, 0.49], [-2.48, 0.69, -0.85], [-1.33, -0.58, -1.41], [0.81, -0.21, -0.97], [1.86, -1.50, 1.23], [0.38, -2.23, 0.55], [1.06, 2.07, -0.92], [1.99, 1.69, -2.00], [1.98, 2.21, -1.18]], "mulliken_charge": [-0.634, -0.492, -0.773, -0.882, -0.464, -0.540, 0.260, 0.422, 0.281, 0.315, 0.323, 0.264, 0.411, 0.275, 0.224, 0.429, 0.276, -0.697]}



It is arrangement C that is the most stable of them.



Arrangement A

{"formula": "C5H7NOS", "method": "ωB97M-V with the def2-TZVPD basis set", "e_lumo_ev": -1.1, "spin_multiplicity": 1, "species": ["C", "C", "C", "C", "C", "H", "H", "H", "H", "H", "H", "H", "N", "O", "S"], "xyz": [[1.26, 0.60, 0.15], [-0.02, 0.13, 0.17], [0.08, -1.33, 0.35], [1.48, -1.58, -0.16], [-1.22, 0.81, 0.09], [1.06, 2.65, -0.20], [2.81, 2.02, -0.83], [-0.60, -1.94, -0.32], [-0.26, -1.44, 1.44], [2.18, -2.27, 0.32], [1.54, -1.99, -1.32], [-1.11, 1.88, 0.03], [1.64, 1.82, 0.11], [2.17, -0.36, -0.15], [-2.75, -0.04, -0.14]], "mulliken_charge": [0.618, 0.295, -0.382, -0.446, -0.629, 0.326, 0.346, 0.328, 0.262, 0.246, 0.199, 0.214, -0.704, -0.370, -0.304]}



Arrangement B

{"formula": "C5H7NOS", "method": "ωB97M-V with the def2-TZVPD basis set", "e_lumo_ev": [-1.0, -1.0], "spin_multiplicity": 1, "species": ["C", "C", "C", "C", "C", "N", "O", "S", "H", "H", "H", "H", "H", "H", "H"], "xyz": [[1.33, -1.47, -0.35], [2.59, -0.98, -0.27], [0.59, 0.28, 0.88], [-2.21, 0.23, -0.39], [-1.90, 1.12, 0.66], [0.29, -0.75, 0.25], [2.47, 1.64, -0.28], [2.39, 0.58, 0.70], [0.94, -2.38, -0.79], [3.44, -1.38, -0.61], [-1.21, -0.32, -0.35], [-2.38, 0.86, -1.35], [-2.99, -0.47, -0.29], [-1.76, 0.76, 1.66], [-1.60, 2.28, 0.53]], "mulliken_charge": [-0.312, -0.527, -0.223, -0.376, -0.468, -0.240, -0.560, 0.338, 0.393, 0.527, 0.264, 0.219, 0.343, 0.362, 0.261]}



Arrangement C

{"formula": "C5H7NOS", "method": "ωB97M-V with the def2-TZVPD basis set", "e_lumo_ev": [-1.1, -1.1], "spin_multiplicity": 1, "species": ["C", "C", "C", "C", "C", "N", "O", "S", "H", "H", "H", "H", "H", "H", "H"], "xyz": [[0.28, -0.86, -0.49], [0.91, -2.95, 0.57], [1.13, -1.94, -0.24], [-1.26, 1.03, -0.50], [-0.36, 1.66, 0.67], [-0.68, -0.24, -0.83], [0.23, 0.79, 1.33], [0.74, 2.96, -0.16], [1.68, -3.58, 0.76], [-0.03, -2.99, 0.96], [2.03, -1.72, -0.66], [-2.31, 0.73, -0.04], [-1.20, 1.52, -1.44], [-1.06, 2.33, 1.23], [-0.11, 3.28, -1.15]], "mulliken_charge": [0.732, -0.666, -0.408, -0.570, 0.097, -0.218, -0.666, -0.287, 0.303, 0.307, 0.320, 0.264, 0.373, 0.354, 0.065]}



It is arrangement A that is the most stable of them.



Arrangement A

{"formula": "C5H7NOS", "method": "ωB97M-V with the def2-TZVPD basis set", "e_lumo_ev": -0.5, "spin_multiplicity": 1, "species": ["C", "C", "C", "C", "C", "H", "H", "H", "H", "H", "H", "H", "N", "O", "S"], "xyz": [[-0.55, -0.57, -0.06], [0.00, -0.08, -1.37], [0.42, 1.03, 0.67], [-1.11, 0.58, 0.74], [0.77, -0.36, 0.83], [-0.40, -2.17, 0.46], [-0.78, 0.36, -2.15], [0.81, -0.98, -1.72], [1.82, 0.83, -0.93], [0.50, 1.94, 1.40], [-1.79, 1.25, 0.09], [-1.58, 0.33, 1.83], [0.80, 1.15, -0.84], [-0.89, -1.92, -0.34], [1.96, -1.41, 1.38]], "mulliken_charge": [0.534, -0.515, 0.147, -0.572, -0.429, 0.380, 0.268, 0.248, 0.312, 0.362, 0.307, 0.283, -0.592, -0.519, -0.214]}



Arrangement B

{"formula": "C5H7NOS", "method": "ωB97M-V with the def2-TZVPD basis set", "e_lumo_ev": -1.7, "spin_multiplicity": 1, "smiles": "O=C(C=S)[C@H]1CCN1", "species": ["O", "C", "C", "S", "C", "C", "C", "N", "H", "H", "H", "H", "H", "H", "H"], "xyz": [[-1.04, -1.73, 0.38], [-0.39, -0.83, 0.91], [0.18, -0.93, 2.28], [0.91, 0.23, 3.11], [-0.38, 0.56, 0.22], [0.89, 0.72, -0.64], [0.03, 0.29, -1.81], [-1.14, 0.55, -1.00], [0.07, -1.93, 2.75], [-0.57, 1.37, 0.92], [1.28, 1.70, -0.85], [1.76, 0.17, -0.31], [0.17, -0.84, -2.01], [0.07, 0.81, -2.80], [-1.86, -0.14, -1.14]], "mulliken_charge": [-0.532, 0.537, -0.440, -0.180, 0.182, -0.779, -0.327, -0.609, 0.356, 0.416, 0.295, 0.288, 0.201, 0.303, 0.290]}



Arrangement C

{"formula": "C5H7NOS", "method": "ωB97M-V with the def2-TZVPD basis set", "e_lumo_ev": -1.7, "spin_multiplicity": 1, "smiles": "O=C(C=S)[C@H]1CCN1", "species": ["O", "C", "C", "S", "C", "C", "C", "N", "H", "H", "H", "H", "H", "H", "H"], "xyz": [[-0.81, -1.32, 1.29], [-0.38, -0.29, 0.80], [0.33, 0.76, 1.62], [1.08, 2.00, 0.95], [-0.63, 0.04, -0.69], [0.61, -0.36, -1.56], [-0.10, -1.70, -1.76], [-1.38, -1.04, -1.38], [0.38, 0.44, 2.63], [-1.01, 1.06, -0.86], [0.65, 0.25, -2.46], [1.55, -0.39, -1.04], [0.27, -2.46, -1.04], [-0.11, -2.16, -2.70], [-1.93, -1.65, -0.75]], "mulliken_charge": [-0.536, 0.547, -0.426, -0.185, 0.078, -0.670, -0.459, -0.647, 0.394, 0.423, 0.276, 0.323, 0.220, 0.368, 0.295]}



It is arrangement C that is the most stable of them.